Entry 1:
Entry from the Open Molecules 2025 dataset: an isolated molecule of C5H9N3OS in a non-equilibrium geometry (wB97M-V/def2-TZVPD).

Cartesian coordinates (Å):
1 C -2.1266 -0.7298 -0.5863
2 C -1.0388 0.8637 -2.8296
3 C -0.6622 -0.5348 -0.1369
4 C -2.2523 0.6753 -2.3646
5 C 2.1313 0.2556 1.1712
6 N -2.8154 -0.2747 -1.4763
7 N 0.0541 1.0477 -3.2700
8 N 0.9158 1.0934 1.1327
9 O -0.9600 -0.1901 2.5830
10 S -0.5261 0.7316 1.1843
11 H -2.6305 -1.4272 0.1085
12 H -0.1356 -1.4989 0.1511
13 H -0.2864 0.0072 -0.9575
14 H -1.8838 -0.1531 2.6943
15 H -3.1007 1.1615 -2.8004
16 H 2.0908 -0.3647 0.3223
17 H 2.1949 -0.3937 2.1137
18 H 2.9330 0.8941 1.1225
19 H 0.9018 1.5596 -2.9819

electronic energy	-833.4273	Eh
HOMO	-8.40	eV
HOMO-LUMO gap	0.3319	Eh
spin multiplicity	1
charge	0
lowest unoccupied orbital energy	0.63	eV

Here are the natural (NBO) charges for atoms 1 to 6, given in e: 0.13 0.43 -0.72 -0.34 -0.42 -0.37

---

Entry 2:
Entry from the Open Molecules 2025 dataset: a structure of composition C21H18AsN4O6RuS2 in a non-equilibrium geometry (wB97M-V/def2-TZVPD).

Cartesian coordinates (Å):
1 Ru -0.1117 0.4452 -0.6427
2 N 0.0746 2.9263 1.3713
3 C -1.2254 2.4998 1.1453
4 C -2.2265 3.1014 1.9162
5 C -3.5361 2.7464 1.7248
6 C -3.8550 1.7895 0.7618
7 C -2.8369 1.2310 0.0438
8 N -1.5394 1.5804 0.2303
9 C 1.3079 2.6411 0.8087
10 C 2.4294 3.3033 1.3214
11 C 3.6522 3.0947 0.7409
12 C 3.7570 2.2339 -0.3553
13 C 2.6260 1.6107 -0.7914
14 N 1.4126 1.8049 -0.2169
15 H 0.1363 3.5827 2.1325
16 H -1.9518 3.8437 2.6540
17 H -4.3120 3.2131 2.3164
18 H -4.8727 1.4778 0.5813
19 H -3.0072 0.4690 -0.6997
20 H 2.3158 3.9677 2.1679
21 H 4.5257 3.6026 1.1267
22 H 4.7017 2.0422 -0.8410
23 H 2.6384 0.9253 -1.6258
24 O -0.1148 -3.4314 -1.2879
25 As -1.1951 -2.7194 -0.0832
26 O -2.5943 -3.5257 -0.1105
27 O -1.4259 -1.0552 -0.5182
28 C -0.1786 -3.0571 1.5153
29 C -0.6477 -4.1071 2.2805
30 C 0.1161 -4.5672 3.3556
31 C 1.3421 -4.0007 3.6497
32 C 1.8159 -2.9263 2.9022
33 C 1.0530 -2.4730 1.8433
34 S 1.4626 -0.9621 1.0922
35 O 2.7243 -0.4864 1.5444
36 O 0.2730 -0.0644 1.3635
37 O 1.3518 -1.1358 -0.4082
38 H 0.7665 -3.0361 -1.2220
39 H -1.5959 -4.5617 2.0224
40 H -0.2592 -5.3792 3.9645
41 H 1.9316 -4.3800 4.4733
42 H 2.7518 -2.4391 3.1404
43 S -0.3781 2.3548 -2.1381
44 C -0.5073 1.1287 -3.3174
45 C -0.7837 1.1933 -4.6760
46 C -0.9205 -0.0070 -5.3347
47 C -0.8033 -1.2053 -4.6232
48 C -0.5249 -1.1794 -3.2799
49 N -0.3405 0.0026 -2.6486
50 H -0.9021 2.1484 -5.1679
51 H -1.1361 -0.0219 -6.3951
52 H -0.9381 -2.1608 -5.1081
53 H -0.4456 -2.0781 -2.6990

electronic energy	-4608.3858	Eh
HOMO	-11.60	eV
HOMO-LUMO gap	0.2745	Eh
spin multiplicity	1
charge	+1
lowest unoccupied orbital energy	-4.13	eV

Here are the natural (NBO) charges for atoms 1 to 6, given in e: 0.95 -0.57 0.42 -0.26 -0.11 -0.25

---

Entry 3:
Entry from the Open Molecules 2025 dataset: a structure of composition C33H35O2RuSi in a non-equilibrium geometry (wB97M-V/def2-TZVPD).

Cartesian coordinates (Å):
1 Ru 0.2841 1.3827 -1.2309
2 C 2.1443 1.4707 -0.0904
3 C 2.5110 0.4799 -1.0628
4 C 2.3946 1.0495 -2.3557
5 H 2.8547 -0.5255 -0.8177
6 C 1.8893 2.3784 -2.2218
7 C 1.7839 2.6659 -0.7963
8 H 1.5527 3.6297 -0.3400
9 H 2.1658 1.3621 0.9867
10 H 2.6262 0.5660 -3.3044
11 H 1.7402 3.0897 -3.0330
12 C -1.9490 1.1802 -0.7356
13 C -1.2918 2.3915 -0.3236
14 C -0.8536 3.0647 -1.5185
15 H -1.1873 2.7628 0.6967
16 C -1.1898 2.2361 -2.6404
17 C -1.8959 1.0960 -2.1466
18 H -2.3079 0.2915 -2.7581
19 H -2.4261 0.4653 -0.0628
20 H -0.4153 4.0599 -1.5648
21 H -1.0122 2.4840 -3.6867
22 O 0.6035 -1.6349 -1.6828
23 C 0.0229 0.2379 -6.2829
24 C 0.6048 -0.9563 -5.7133
25 C 0.8643 1.4844 -5.9517
26 C -1.4977 0.2657 -5.9651
27 C 0.7617 -1.8363 -2.8593
28 H 1.7047 -1.0737 -5.5875
29 H 0.0243 -1.9053 -5.6548
30 H 0.0072 -2.1609 -3.5999
31 H 1.6311 -1.5669 -3.5047
32 H 1.1284 2.1941 -6.7784
33 H 1.7910 1.1064 -5.4724
34 H 0.3001 2.0013 -5.1533
35 H -2.2273 0.2636 -6.8150
36 H -1.6905 1.1245 -5.2977
37 H -1.6599 -0.6390 -5.3445
38 O 0.0826 -0.4113 0.5131
39 Si -0.1256 -0.7402 2.0484
40 C 1.2686 -0.0896 3.1014
41 C 1.0679 0.7832 4.1714
42 C 2.1690 1.2956 4.8776
43 C 3.4633 0.8892 4.5626
44 C 3.6629 -0.0346 3.5190
45 C 2.5738 -0.5126 2.7892
46 C -1.7246 0.0107 2.6624
47 C -2.8470 -0.8032 2.8503
48 C -4.0670 -0.2424 3.2436
49 C -4.1736 1.1378 3.4620
50 C -3.0484 1.9527 3.2825
51 C -1.8326 1.3920 2.8775
52 C -0.1922 -2.5662 2.4331
53 C -0.7903 -3.4251 1.5019
54 C -0.9052 -4.7912 1.7858
55 C -0.3704 -5.3085 2.9753
56 C 0.2669 -4.4547 3.8828
57 C 0.3454 -3.0810 3.6167
58 H 0.0530 1.0638 4.4657
59 H 1.9939 2.0201 5.6851
60 H 4.3162 1.2755 5.1159
61 H 4.6724 -0.3802 3.2711
62 H 2.7327 -1.2258 1.9720
63 H -2.7618 -1.8812 2.6908
64 H -4.9387 -0.8901 3.3775
65 H -5.1228 1.5747 3.7686
66 H -3.1086 3.0302 3.4571
67 H -0.9583 2.0401 2.7481
68 H -1.1627 -3.0231 0.5578
69 H -1.4101 -5.4484 1.0788
70 H -0.4476 -6.3787 3.1906
71 H 0.7034 -4.8512 4.8020
72 H 0.8290 -2.4117 4.3321

electronic energy	-1813.0457	Eh
HOMO (alpha / beta)	2.04 / -1.77	eV
HOMO-LUMO gap (alpha / beta)	0.0886 / 0.2279	Eh
expectation value of S²	8.7850
spin multiplicity	6
charge	-2
lowest unoccupied orbital energy (alpha / beta)	4.45 / 4.44	eV

Here are the Mulliken charges for atoms 1 to 6, given in e: -0.21 0.03 -0.58 0.03 0.16 -0.70

---

Entry 4:
Entry from the Open Molecules 2025 dataset: a cluster of 10 separate species, C4H28N2O10 in total in a non-equilibrium geometry (wB97M-V/def2-TZVPD).

Cartesian coordinates (Å):
1 N 0.8466 -0.0587 -0.1808
2 C -0.1343 0.4771 -1.1209
3 C -1.4418 -0.2760 -1.4843
4 C -2.6300 0.7059 -1.6758
5 C -3.3745 1.1206 -0.3998
6 N -3.7783 0.1339 0.4899
7 O -3.7433 2.2582 -0.1476
8 H 1.4227 -0.7289 -0.7099
9 H 0.3308 -0.8197 0.3794
10 H 0.4424 0.2670 -2.0955
11 H -0.2738 1.4390 -0.7688
12 H -1.7165 -0.9216 -0.6505
13 H -1.4931 -0.8855 -2.3542
14 H -3.3342 0.1426 -2.4115
15 H -2.4181 1.6720 -2.1240
16 H -4.1767 0.5417 1.2903
17 H -3.2960 -0.7536 0.5549
18 O 2.4247 -3.2132 0.6107
19 H 3.1454 -3.8270 0.8806
20 H 2.0847 -2.6961 1.3005
21 O 0.9983 -3.0304 -2.1049
22 H 1.7270 -2.9329 -1.4160
23 H 1.4768 -3.1969 -2.8904
24 O 0.7763 -1.6782 2.6731
25 H 1.5373 -1.0753 2.6480
26 H 0.3137 -1.7444 3.4746
27 O -1.5015 4.3916 -0.4230
28 H -2.2798 4.0146 -0.0383
29 H -1.6014 4.0024 -1.3507
30 O -0.0117 1.1384 3.1291
31 H 0.1858 0.3258 2.7371
32 H 0.0308 1.6620 2.2849
33 O 2.7341 2.7802 0.1778
34 H 2.3718 3.2334 -0.5788
35 H 2.1384 2.0159 0.1763
36 O 1.9987 1.6093 -3.0010
37 H 2.7439 2.1896 -3.0631
38 H 1.6813 1.3850 -3.9628
39 O -0.2385 -4.4974 0.9089
40 H 0.5192 -4.1963 1.3322
41 H -0.1790 -4.5535 -0.0934
42 O 3.6416 -0.6392 1.8000
43 H 3.6479 0.0710 1.1352
44 H 4.3943 -0.6393 2.3518

electronic energy	-1031.0638	Eh
HOMO	-10.03	eV
HOMO-LUMO gap	0.3709	Eh
spin multiplicity	1
SMILES string	NCCCC(N)=O.O.O.O.O.O.O.O.O.O
charge	0
lowest unoccupied orbital energy	0.07	eV

Here are the natural (NBO) charges for atoms 1 to 6, given in e: -0.86 -0.24 -0.41 -0.50 0.68 -0.83

---

Entry 5:
Entry from the Open Molecules 2025 dataset: a structure of composition C10H9Cl3FeO4 in a non-equilibrium geometry (wB97M-V/def2-TZVPD).

Cartesian coordinates (Å):
1 Fe -0.0025 -0.6950 -1.3170
2 Cl -0.2555 3.7633 4.6607
3 C 0.2264 2.3450 3.3466
4 C 0.3492 0.6831 3.6316
5 C 0.5694 -0.1998 2.8744
6 C 0.1611 0.0697 1.4666
7 O 0.4523 -0.4247 0.4611
8 C 0.3209 1.5080 0.7062
9 C 0.7372 2.1105 -0.4211
10 O 0.9745 1.3758 -1.2764
11 C -0.0990 2.8365 2.1254
12 H -0.0405 0.6186 4.5068
13 H 0.2047 -1.1582 3.1384
14 H 0.2814 3.2209 -0.4648
15 H 0.3116 3.6096 1.6453
16 Cl 4.4187 -2.8102 -1.8582
17 C 3.2734 -1.0104 -2.1140
18 Cl 2.0777 -2.0582 -2.6444
19 H 4.0211 -0.5786 -2.6702
20 H 3.3479 -0.1851 -1.1069
21 C -3.7656 -2.4014 -1.8917
22 O -1.9923 -2.5094 -2.6087
23 C -1.4354 -1.5654 -2.5730
24 O -1.8617 0.0387 -2.1264
25 H -4.3250 -3.3016 -1.8822
26 H -4.2651 -1.6649 -2.6501
27 H -3.6849 -1.6171 -0.9578

electronic energy	-3330.9043	Eh
HOMO (alpha / beta)	-7.94 / -7.95	eV
HOMO-LUMO gap (alpha / beta)	0.2525 / 0.2499	Eh
expectation value of S²	6.3107
spin multiplicity	5
charge	0
lowest unoccupied orbital energy (alpha / beta)	-1.07 / -1.15	eV

Here are the natural (NBO) charges for atoms 1 to 6, given in e: 1.40 -0.16 0.00 -0.03 -0.35 0.57